Entry 1:
16
Properties=species:S:1:pos:R:3:forces:R:3 method="wB97M-V/def2-TZVPD" max_force_ev_per_a=0.7 orbital_gap_ha=0.33603 lumo_energy_ev=0.9079 multiplicity=1 smiles="C=Cc1ccsc1C" e_homo_ev=-8.236
C -2.091 1.082 0.016 -0.05 -0.15 -0.01
C -1.140 0.156 -0.019 -0.27 -0.03 0.01
C 0.288 0.409 -0.008 0.63 -0.22 0.00
C 0.895 1.699 -0.007 0.10 0.02 0.00
C 2.245 1.653 -0.002 0.27 -0.27 0.00
S 2.836 0.035 0.004 -0.61 0.17 0.00
C 1.225 -0.596 -0.002 0.20 0.37 0.01
C 1.006 -2.069 0.003 -0.09 -0.05 -0.02
H -3.133 0.814 0.003 -0.16 -0.10 0.00
H -1.873 2.135 0.059 0.11 0.22 0.01
H -1.420 -0.889 -0.059 -0.13 -0.09 0.00
H 0.339 2.619 -0.012 -0.08 0.20 0.00
H 2.944 2.466 -0.002 0.08 0.22 0.00
H 0.485 -2.386 -0.901 0.01 -0.08 0.00
H 1.960 -2.590 0.051 -0.02 -0.13 0.00
H 0.406 -2.367 0.864 0.02 -0.08 0.01



Entry 2:
25
Properties=species:S:1:pos:R:3:forces:R:3 method="wB97M-V/def2-TZVPD" max_force_ev_per_a=8.6 orbital_gap_ha="0.32088 / 0.15409" total_charge=+4 lumo_energy_ev="-15.3441 / -19.4167" multiplicity=5 e_homo_ev="-24.076 / -23.610"
Ir -3.052 -1.870 -0.956 2.40 0.78 0.08
Al 1.751 -0.478 -0.889 0.32 -1.76 0.71
Cl 2.315 -0.528 -3.232 -0.07 -0.20 0.54
Cl 2.750 -1.696 0.473 -0.43 0.72 -1.11
C -1.273 -1.326 -0.919 4.55 1.27 0.20
C -4.418 -0.736 -1.616 -6.69 4.27 -2.76
C -3.579 -3.584 -0.343 -3.22 -7.59 2.55
O -0.115 -0.961 -0.879 -3.57 -0.98 -0.40
O -5.263 -0.042 -2.023 4.33 -3.23 1.96
O -3.909 -4.639 0.032 1.88 5.27 -1.84
C 2.933 4.519 -0.082 -1.06 0.01 0.56
N 2.042 3.354 -0.147 -1.42 3.57 0.69
C 0.611 3.556 0.061 0.22 1.30 0.22
C 2.456 2.135 -0.413 0.64 -4.82 -0.80
C 3.871 1.774 -0.668 0.08 0.75 0.18
O 1.521 1.224 -0.447 1.50 1.92 -0.32
H 2.328 5.370 0.236 0.21 -0.06 -0.12
H 3.379 4.740 -1.064 0.21 -0.19 -0.24
H 3.740 4.355 0.645 0.26 -0.21 -0.05
H 0.038 3.277 -0.832 0.10 -0.19 -0.04
H 0.251 2.972 0.917 0.08 -0.21 0.01
H 0.471 4.618 0.263 -0.19 -0.20 -0.01
H 4.199 0.990 0.035 -0.12 0.05 -0.03
H 3.986 1.388 -1.696 0.00 0.13 0.17
H 4.527 2.644 -0.545 0.02 -0.41 -0.16



Entry 3:
29
Properties=species:S:1:pos:R:3:forces:R:3 method="wB97M-V/def2-TZVPD" max_force_ev_per_a=0.6 orbital_gap_ha=0.21530 total_charge=-1 lumo_energy_ev=2.4245 multiplicity=1 e_homo_ev=-3.434
Ni -0.186 1.004 0.711 0.24 -0.24 0.23
N 1.613 1.905 0.449 0.03 0.09 -0.07
N 2.259 2.035 -0.795 0.02 -0.02 0.01
C 1.615 1.887 -1.993 0.05 0.02 0.05
N 2.435 2.071 -3.061 -0.06 0.04 -0.04
N 0.333 1.662 -1.978 -0.12 0.10 0.06
N -0.314 1.404 -3.166 0.09 -0.17 -0.12
O -1.514 1.452 -3.117 -0.01 0.06 0.03
O 0.306 1.107 -4.202 0.02 0.09 0.13
H 1.510 2.812 0.895 -0.08 0.03 -0.09
H 2.169 1.284 1.030 -0.04 -0.07 -0.03
H 3.053 2.654 -0.815 0.06 -0.04 0.02
H 3.412 1.889 -2.907 -0.01 -0.05 -0.01
H 2.029 1.747 -3.930 0.02 -0.03 0.01
S -1.976 0.112 1.391 -0.20 -0.09 0.06
C -1.577 -1.597 1.525 0.02 -0.03 -0.03
C -2.535 -2.490 2.008 0.00 -0.03 0.00
C -2.269 -3.846 2.110 -0.01 0.02 0.01
C -1.024 -4.334 1.726 0.02 -0.01 -0.01
C -0.062 -3.457 1.250 -0.02 -0.01 0.00
C -0.316 -2.087 1.146 -0.06 0.03 0.04
S 0.893 -0.972 0.553 0.07 -0.01 -0.11
H -3.503 -2.102 2.305 0.00 0.01 -0.01
H -3.031 -4.520 2.485 0.00 0.00 0.00
H -0.802 -5.392 1.799 0.00 0.00 0.00
H 0.911 -3.827 0.948 0.00 0.01 0.00
F -2.269 3.122 1.218 0.03 -0.14 0.08
B -1.003 2.686 1.123 0.01 0.49 -0.30
F -0.158 3.791 1.289 -0.08 -0.04 0.11



Entry 4:
22
Properties=species:S:1:pos:R:3:forces:R:3 method="wB97M-V/def2-TZVPD" max_force_ev_per_a=5.4 orbital_gap_ha="0.21198 / 0.26889" lumo_energy_ev="-2.2598 / -1.6549" multiplicity=1 e_homo_ev="-8.028 / -8.972"
C 2.797 -0.694 -0.461 -2.77 -2.32 -1.94
C 3.676 0.149 -0.184 3.14 3.73 2.29
C 0.728 1.201 -2.030 -2.40 0.60 -0.59
C -1.055 -0.623 1.645 -0.98 -1.53 0.28
C -1.315 -0.167 0.205 1.02 -3.36 -1.07
C 0.415 -0.294 1.472 3.62 -1.95 1.30
C 0.033 0.555 0.241 -0.01 -0.12 0.67
N 1.501 1.033 -3.064 1.03 0.65 -4.70
N 0.811 0.554 -0.946 1.31 -1.86 1.61
S -0.730 2.045 -2.280 -0.52 0.40 0.38
Br 2.743 -2.474 -0.982 0.02 0.80 0.39
Br 5.523 -0.123 0.481 -1.02 -0.33 -0.69
Br 3.261 2.058 0.145 0.23 -1.00 -0.28
H -1.576 0.031 2.256 -0.59 1.65 1.62
H -1.434 -1.623 2.031 0.90 0.85 -0.94
H -1.345 -1.139 -0.431 0.44 1.87 0.52
H -2.115 0.442 -0.088 -1.41 0.80 -0.06
H 1.072 0.146 2.375 -1.74 -0.48 -2.05
H 1.060 -1.250 1.201 -1.56 1.75 0.23
H -0.130 1.527 0.681 -0.07 0.82 -0.41
H 2.395 0.643 -3.069 1.44 -0.95 0.82
H 1.231 1.272 -4.069 -0.07 -0.03 2.62



Entry 5:
28
Properties=species:S:1:pos:R:3:forces:R:3 method="wB97M-V/def2-TZVPD" max_force_ev_per_a=1.3 orbital_gap_ha=0.37239 lumo_energy_ev=-0.2728 multiplicity=1 e_homo_ev=-10.406
C 0.284 -1.731 1.972 0.34 0.29 -0.18
C -0.326 -3.004 2.476 -0.11 -0.07 0.75
C 0.177 -3.459 3.842 1.15 0.47 0.47
O -0.985 -3.820 4.561 0.07 -0.29 0.04
C -2.073 -3.301 3.939 1.01 -0.10 0.10
O -3.156 -3.312 4.392 -1.21 -0.05 0.38
O -1.723 -2.758 2.770 0.26 0.01 -0.91
H 0.216 -0.934 2.715 -0.21 -0.08 0.04
H -0.208 -1.401 1.060 -0.03 -0.01 -0.02
H 1.349 -1.848 1.753 -0.07 -0.23 -0.04
H -0.216 -3.838 1.780 -0.38 0.20 -0.25
H 0.713 -2.666 4.384 -0.41 0.18 -0.12
H 0.915 -4.262 3.818 -0.47 -0.37 -0.19
C -0.690 3.454 -5.119 -0.25 -0.22 -0.20
Br -1.940 3.010 -3.730 -0.15 -0.11 -0.14
Br -1.552 3.446 -6.840 -0.02 0.07 -0.01
Br 0.810 2.259 -5.126 0.15 0.04 -0.03
H -0.352 4.461 -4.940 0.18 0.07 0.09
C -0.654 3.453 -0.535 0.15 0.21 0.29
Br 0.977 3.668 -1.533 -0.03 -0.10 0.06
Br -1.750 5.013 -0.753 -0.14 0.06 0.20
Br -0.297 3.075 1.320 0.02 0.07 0.03
H -1.202 2.596 -0.891 0.03 -0.04 -0.32
C 2.225 0.453 -2.326 0.19 -0.33 0.38
Br 1.960 0.142 -0.436 -0.07 0.11 -0.13
Br 2.401 -1.228 -3.240 -0.03 0.04 -0.15
Br 3.749 1.579 -2.606 0.07 0.06 -0.15
H 1.350 0.954 -2.708 -0.06 0.10 0.00



Entry 6:
23
Properties=species:S:1:pos:R:3:forces:R:3 method="wB97M-V/def2-TZVPD" max_force_ev_per_a=6.0 orbital_gap_ha=0.34084 lumo_energy_ev=-0.5637 multiplicity=1 smiles="CC(=O)N[C@@]1(S(=O)(=O)Br)CC=CC=N1" e_homo_ev=-9.838
C -1.193 2.751 -1.985 1.69 -1.35 -0.35
C -0.777 1.360 -1.542 -1.41 3.51 0.82
O -0.807 0.410 -2.251 0.59 -2.04 -0.50
N -0.514 1.422 -0.189 2.93 -4.90 1.85
C 0.115 -0.056 0.427 -2.23 3.47 -0.37
S -1.332 -1.192 0.583 -0.86 0.65 1.32
O -1.126 -1.884 1.812 -0.65 -0.83 0.05
O -1.570 -1.894 -0.624 -0.65 -0.27 -0.44
Br -2.940 0.293 1.063 -0.36 -0.51 -0.15
C 0.998 -0.842 -0.470 -1.23 -0.59 0.85
C 1.747 -1.848 0.288 1.92 -1.77 -1.26
C 1.828 -1.872 1.630 -1.19 0.90 -1.13
C 1.135 -0.747 2.358 1.64 -0.03 0.91
N 0.458 0.170 1.783 0.50 0.35 0.06
H -1.917 3.042 -1.291 -0.78 1.38 0.93
H -0.233 3.211 -2.043 0.60 1.45 0.97
H -1.468 2.880 -2.989 -1.15 -0.63 -1.35
H -0.379 2.183 0.519 -0.30 -0.86 -1.57
H 1.638 -0.250 -1.009 1.69 1.58 -1.52
H 0.336 -1.347 -1.164 0.29 0.04 -0.49
H 2.293 -2.537 -0.528 -0.96 1.08 2.65
H 2.340 -2.646 2.143 0.40 -0.34 0.54
H 1.368 -0.607 3.478 -0.49 -0.27 -1.82



Entry 7:
22
Properties=species:S:1:pos:R:3:forces:R:3 method="wB97M-V/def2-TZVPD" max_force_ev_per_a=7.5 orbital_gap_ha=0.34065 total_charge=+1 lumo_energy_ev=-4.5612 multiplicity=1 e_homo_ev=-13.831
C 1.390 -1.112 0.056 -1.48 -1.80 -0.29
C 0.425 -0.218 -0.143 5.25 5.38 -0.06
C 2.797 -0.767 -0.006 0.77 -0.14 0.10
C 2.409 1.498 -0.046 -0.16 -1.46 0.13
C -1.618 -1.367 0.074 -2.72 -0.02 -2.51
C -1.523 0.794 -1.260 0.05 1.32 0.68
C -1.293 0.638 1.139 0.26 2.30 3.51
N 1.161 1.539 -0.129 -4.00 -4.06 -0.45
N 3.219 0.408 -0.024 1.54 0.34 -0.20
N -0.949 -0.016 -0.119 -2.08 -1.57 0.90
Cl 1.169 -2.815 0.294 -0.77 0.00 0.09
Cl 3.980 -2.047 -0.033 -0.43 0.67 -0.02
Cl 3.166 2.956 0.073 1.16 1.86 0.13
H -2.693 -1.403 -0.349 1.40 0.90 1.22
H -1.198 -2.037 -0.618 1.11 -1.07 -0.44
H -1.567 -1.662 1.095 0.16 -0.28 0.48
H -1.172 0.405 -2.182 -0.31 -1.02 -0.88
H -2.622 0.844 -1.073 0.99 -0.16 -0.54
H -1.060 1.806 -1.272 -0.42 -0.63 0.67
H -0.852 1.643 1.167 -0.36 -0.14 -0.46
H -2.402 0.726 1.297 1.10 -0.42 -0.37
H -0.768 0.184 2.059 -1.05 -0.01 -1.67



Entry 8:
19
Properties=species:S:1:pos:R:3:forces:R:3 method="wB97M-V/def2-TZVPD" max_force_ev_per_a=5.2 orbital_gap_ha=0.36670 lumo_energy_ev=0.1992 multiplicity=1 e_homo_ev=-9.779
C -2.097 0.372 -0.154 -0.13 -1.69 -1.33
C -1.199 -0.448 -1.225 -0.11 3.21 -0.39
C -1.343 0.398 1.152 -0.68 -0.74 2.90
C 0.126 -0.618 -0.506 0.59 -1.35 -1.55
C 0.079 -0.016 0.846 0.01 0.03 1.38
C 0.803 0.666 -0.243 4.92 -0.39 -1.62
C 2.754 0.084 0.080 -2.54 1.97 -0.61
N 2.872 -1.300 0.343 0.41 -0.36 -0.22
N 3.064 -0.594 1.340 -0.23 0.73 -0.92
Cl 4.070 0.982 -0.836 -1.20 -0.97 0.90
H -2.284 1.401 -0.399 0.03 0.37 -0.86
H -3.072 -0.124 -0.145 0.07 0.20 0.45
H -1.480 -1.444 -1.440 -1.25 -0.83 -0.29
H -1.192 0.185 -2.242 0.37 -1.54 2.11
H -1.451 1.442 1.594 0.36 -1.45 -0.17
H -1.720 -0.400 1.955 0.48 1.80 -1.66
H 0.643 -1.601 -0.722 -0.26 1.45 0.38
H 0.715 -0.508 1.647 -0.97 0.99 -0.91
H 0.711 1.522 -1.045 0.14 -1.40 2.41



Entry 9:
22
Properties=species:S:1:pos:R:3:forces:R:3 method="wB97M-V/def2-TZVPD" max_force_ev_per_a=4.8 orbital_gap_ha="0.27429 / 0.26380" lumo_energy_ev="-1.3241 / -0.7064" multiplicity=1 e_homo_ev="-8.788 / -7.885"
C -0.661 -3.389 0.123 -0.06 -3.41 -0.22
C -0.593 -2.764 1.252 0.17 0.99 -1.90
C 0.832 -2.120 -1.261 0.32 0.86 -0.25
C -0.496 -2.845 -1.268 0.67 2.62 2.01
C 0.333 -0.431 0.298 0.19 -0.69 -0.20
C 0.539 2.965 -0.142 -2.79 -1.82 -2.43
C -0.545 2.134 0.643 -1.74 2.47 -3.70
N 1.127 -1.123 -0.536 -0.96 -0.05 -1.13
N 1.138 -0.174 1.468 -0.16 -1.15 0.26
O 0.566 0.230 2.455 0.03 0.68 0.94
O 2.279 -0.580 1.406 0.68 0.62 0.95
S -1.072 0.499 -0.040 0.08 1.32 0.11
Cl -1.922 -1.874 -1.724 -0.31 0.39 -0.21
H -0.729 -4.566 0.060 -0.11 2.09 0.53
H -0.707 -2.924 2.268 -0.12 -0.24 1.67
H 1.741 -2.457 -1.757 -0.59 -0.71 -0.62
H -0.563 -3.531 -2.005 0.47 -2.69 -1.86
H 1.520 2.531 -0.174 0.28 -0.92 -0.75
H 0.040 3.275 -1.188 1.70 -0.80 2.20
H 0.751 3.807 0.400 -0.08 2.55 1.39
H -1.488 2.833 0.640 1.41 -1.70 -0.06
H -0.308 1.975 1.607 0.91 -0.39 3.27



Entry 10:
19
Properties=species:S:1:pos:R:3:forces:R:3 method="wB97M-V/def2-TZVPD" max_force_ev_per_a=4.9 orbital_gap_ha="0.29474 / 0.18900" total_charge=+1 lumo_energy_ev="-3.2933 / -7.6845" multiplicity=3 e_homo_ev="-11.313 / -12.828"
C -0.408 -1.311 0.504 -0.84 0.20 0.43
C 0.216 -0.034 0.191 0.35 -0.29 -0.74
C 0.283 -2.435 0.242 1.53 -0.96 -0.95
C 1.641 -0.395 -0.078 0.80 0.94 -0.75
C 3.987 -0.033 0.080 3.31 -2.44 0.10
C 2.742 0.451 0.064 -3.92 -0.60 0.33
C -0.965 0.608 -0.946 -1.02 0.24 2.14
N -1.921 1.266 -0.131 3.48 2.23 -2.61
S 1.902 -2.085 -0.294 -1.18 -1.40 0.14
Cl 5.373 0.947 0.019 -0.43 -0.36 0.16
H -1.424 -1.426 0.840 -0.29 0.31 0.18
H 0.380 0.604 1.053 -1.34 0.79 -0.03
H -0.110 -3.459 0.244 0.36 0.51 0.18
H 4.141 -1.180 0.162 0.15 2.27 -0.38
H -1.529 -0.178 -1.441 0.75 -0.59 -0.02
H -0.655 1.286 -1.704 1.29 0.37 -0.39
H 2.424 1.435 0.323 0.56 1.03 -0.25
H -2.559 0.741 0.280 -3.56 -2.32 2.29
H -1.840 2.238 0.086 -0.01 0.05 0.19



Entry 11:
18
Properties=species:S:1:pos:R:3:forces:R:3 method="wB97M-V/def2-TZVPD" max_force_ev_per_a=3.1 orbital_gap_ha=0.35740 lumo_energy_ev=0.2097 multiplicity=1 e_homo_ev=-9.515
C -1.573 -0.340 1.634 1.71 -0.15 0.66
C -1.681 0.071 0.388 -0.99 0.61 0.35
Cl -3.049 0.965 -0.082 -1.27 0.59 -0.51
C -0.708 -0.158 -0.711 2.32 -1.19 -0.23
C -0.697 -1.672 -1.106 -2.65 0.27 -0.46
C 0.686 0.092 -0.139 0.48 1.63 2.61
C 1.294 1.238 0.276 -0.53 -0.78 -1.65
C 0.963 2.604 -0.258 -1.11 -2.11 1.41
O 1.791 3.363 -0.600 2.00 1.85 -0.88
H -0.544 -0.701 1.791 -0.78 -0.35 0.60
H -2.215 -0.190 2.517 0.15 -0.01 -0.99
H -0.822 0.425 -1.624 -0.63 0.28 0.41
H 0.196 -2.123 -0.766 0.74 -0.68 0.41
H -0.720 -1.728 -2.201 -0.10 -0.35 0.27
H -1.616 -2.204 -0.657 1.51 0.70 -0.88
H 1.070 -0.746 0.440 0.17 -0.32 -0.62
H 2.189 1.182 0.895 -0.11 -0.03 -0.25
H -0.080 2.893 -0.232 -0.91 0.06 -0.26



Entry 12:
18
Properties=species:S:1:pos:R:3:forces:R:3 method="wB97M-V/def2-TZVPD" max_force_ev_per_a=3.3 orbital_gap_ha=0.32836 lumo_energy_ev=0.6844 multiplicity=1 smiles="OC1=C[C@H]2[C@H](Cl)[C@H]2CC1" e_homo_ev=-8.251
O 0.635 -0.862 -2.771 0.80 -2.22 -0.83
C 0.326 -0.536 -1.519 -0.70 2.01 2.25
C 0.209 -1.369 -0.452 0.79 -2.18 -1.63
C -0.441 -1.052 0.824 -0.54 -0.53 0.86
C 0.129 -0.423 2.101 -0.58 0.62 -2.10
Cl -0.738 -1.004 3.437 -0.73 -0.47 1.99
C -0.750 0.404 1.115 2.59 -2.06 -0.02
C -0.055 1.398 0.230 0.28 -0.50 -1.04
C 0.241 0.969 -1.260 0.52 0.65 -0.42
H 0.527 -0.280 -3.529 -0.23 0.65 0.91
H 0.415 -2.492 -0.516 -0.19 1.69 -0.54
H -1.169 -1.896 1.153 0.99 1.83 -0.84
H 1.155 -0.203 2.376 -0.03 0.13 -0.66
H -1.706 0.576 1.430 -2.23 0.77 0.90
H 0.933 1.584 0.643 -0.07 0.34 0.23
H -0.634 2.306 0.223 0.02 0.50 0.03
H -0.362 1.505 -2.061 0.22 -0.70 1.09
H 1.284 1.374 -1.423 -0.92 -0.54 -0.18